[1]
C32H20Br2MnN4O2 | ωB97M-V with the def2-TZVPD basis set

The geometry in XYZ format:
```
61
Properties=species:S:1:pos:R:3
Mn -0.012 -0.013 0.003
Br -1.361 6.404 -3.485
C -0.798 4.710 -2.835
C 0.176 3.982 -3.552
C 0.592 2.764 -3.111
C 0.072 2.170 -1.913
O 0.505 1.027 -1.552
C -0.917 2.929 -1.207
C -1.548 2.474 -0.011
N -1.333 1.332 0.550
C -2.042 0.949 1.729
C -3.032 1.650 2.355
C -3.653 1.159 3.528
C -3.280 -0.032 4.070
C -2.259 -0.792 3.446
C -1.800 -2.033 3.957
C -0.812 -2.700 3.310
C -0.272 -2.143 2.125
N -0.672 -1.009 1.620
C -1.656 -0.309 2.279
C -1.326 4.197 -1.696
H 0.595 4.405 -4.456
H 1.342 2.203 -3.652
H -2.272 3.164 0.423
H -3.359 2.606 1.967
H -4.432 1.747 3.996
H -3.747 -0.409 4.971
H -2.242 -2.429 4.864
H -0.429 -3.643 3.675
H 0.513 -2.657 1.582
H -2.074 4.756 -1.145
Br 7.109 -0.380 2.081
C 5.275 -0.018 1.742
C 4.659 1.085 2.371
C 3.346 1.362 2.150
C 2.536 0.563 1.276
O 1.312 0.877 1.109
C 3.185 -0.552 0.654
C 2.519 -1.458 -0.225
N 1.267 -1.402 -0.533
C 0.679 -2.377 -1.396
C 1.291 -3.475 -1.929
C 0.593 -4.365 -2.781
C -0.713 -4.152 -3.095
C -1.384 -3.026 -2.557
C -2.738 -2.722 -2.850
C -3.312 -1.621 -2.304
C -2.542 -0.806 -1.438
N -1.298 -1.055 -1.139
C -0.695 -2.155 -1.705
C 4.557 -0.811 0.907
H 5.244 1.714 3.030
H 2.868 2.210 2.624
H 3.144 -2.251 -0.635
H 2.331 -3.684 -1.715
H 1.116 -5.222 -3.186
H -1.249 -4.826 -3.752
H -3.296 -3.373 -3.513
H -4.339 -1.353 -2.511
H -2.976 0.076 -0.981
H 5.030 -1.658 0.424
```

* HOMO-LUMO gap (alpha / beta): 6.463 / 6.052 eV
* E_HOMO (alpha / beta): -7.08 / -6.72 eV
* spin multiplicity: 2


[2]
C4H22N8O7 | ωB97M-V with the def2-TZVPD basis set

The geometry in XYZ format:
```
41
Properties=species:S:1:pos:R:3
C 1.860 1.079 -3.495
O 1.977 2.079 -2.808
N 0.746 0.288 -3.461
N 2.743 0.810 -4.511
H 0.147 0.484 -2.670
H 0.789 -0.638 -3.845
H 3.508 1.453 -4.607
H 2.838 -0.116 -4.887
C 1.252 -2.606 -0.300
O 0.952 -1.971 0.692
N 0.566 -3.690 -0.778
N 2.235 -2.154 -1.156
H -0.201 -4.058 -0.243
H 1.038 -4.362 -1.359
H 2.259 -2.497 -2.100
H 2.430 -1.174 -1.003
C 2.870 1.631 0.988
O 4.046 1.954 0.957
N 2.188 1.284 2.113
N 2.037 1.650 -0.104
H 1.191 1.149 2.099
H 2.637 1.381 3.004
H 2.445 1.949 -0.981
H 1.042 1.547 0.002
C -4.219 0.574 1.261
O -3.042 0.764 0.979
N -4.637 0.319 2.528
N -5.200 0.567 0.311
H -5.594 0.220 2.805
H -3.865 0.185 3.160
H -4.937 0.872 -0.608
H -6.075 0.118 0.501
O -0.810 1.342 2.710
H -1.509 1.335 2.036
H -1.183 1.817 3.458
O -0.645 0.229 -0.230
H -1.555 0.331 0.094
H -0.362 -0.626 0.125
O -0.123 -1.377 3.419
H 0.256 -1.726 2.603
H -0.093 -0.416 3.302
```

* HOMO-LUMO gap: 8.628 eV
* E_HOMO: -8.45 eV
* SMILES: NC(N)=O.NC(N)=O.NC(N)=O.NC(N)=O.O.O.O
* energy relative to the best compared isomer or geometry (same formula, charge and spin): 0.0 kcal/mol


[3]
C5H5N2O4S2 | ωB97M-V with the def2-TZVPD basis set

The geometry in XYZ format:
```
18
Properties=species:S:1:pos:R:3
C -1.968 -0.776 -0.746
C -0.649 -0.998 -1.025
C -2.255 0.499 -0.436
C 0.201 0.105 -0.801
C 4.376 -1.194 -0.209
N 2.019 1.321 1.401
N 1.544 -0.014 -0.895
O 5.332 -1.084 -0.826
O 3.552 -1.565 0.507
O 3.736 0.943 -0.322
O 1.865 2.477 -0.789
S -0.846 1.518 -0.369
S 2.331 1.176 -0.301
H -2.722 -1.501 -1.006
H -0.060 -2.009 -1.139
H -3.164 1.107 -0.454
H 2.832 0.851 1.838
H 1.020 1.007 1.503
```

* HOMO-LUMO gap: 6.983 eV
* E_HOMO: -3.74 eV
* energy relative to the best compared isomer or geometry (same formula, charge and spin): 0.0 kcal/mol
* charge: -1


[4]
C13H35AgBrN2O5 | ωB97M-V with the def2-TZVPD basis set

The geometry in XYZ format:
```
57
Properties=species:S:1:pos:R:3
Ag 0.079 -1.680 1.253
C 1.473 1.357 -0.370
C 0.850 0.793 -1.739
C 1.470 1.713 -2.880
C 1.398 1.290 -4.355
C 1.785 -0.218 -4.560
C 1.016 -1.138 -3.495
N 1.320 -0.586 -2.081
O 1.044 -1.531 -1.013
C 1.733 -2.579 -3.806
C -0.426 -1.233 -3.928
C -0.725 0.989 -1.772
H 2.478 0.937 -0.346
H 0.951 1.083 0.547
H 1.562 2.439 -0.268
H 2.476 2.027 -2.603
H 0.883 2.632 -2.865
H 2.011 1.989 -4.924
H 0.369 1.400 -4.698
H 2.860 -0.295 -4.394
H 1.587 -0.412 -5.614
H 2.783 -2.556 -3.515
H 1.808 -2.706 -4.886
H 1.104 -3.350 -3.360
H -0.845 -1.602 -2.992
H -0.573 -2.053 -4.631
H -0.828 -0.308 -4.343
H -1.244 0.112 -1.384
H -1.149 1.105 -2.770
H -0.859 1.951 -1.278
Br -2.174 -3.025 0.384
O 1.484 -3.537 1.841
H 2.393 -3.693 2.098
H 1.073 -4.400 1.876
O -0.320 -2.182 3.482
H 0.405 -2.459 4.044
H -1.105 -2.497 3.930
O 1.645 -0.464 2.307
H 2.551 -0.651 2.062
H 1.717 0.116 3.065
C -2.754 1.964 2.099
C -1.367 1.407 2.405
C -1.461 0.892 3.866
O -1.807 2.038 4.673
C -2.091 1.735 6.010
N -1.318 0.294 1.405
H -3.560 1.264 2.318
H -2.813 2.244 1.047
H -2.838 2.895 2.659
H -0.778 2.287 2.146
H -0.523 0.462 4.217
H -2.299 0.195 3.841
H -1.692 0.795 6.389
H -3.162 1.543 6.084
H -1.957 2.555 6.714
H -2.192 -0.196 1.534
H -1.449 0.847 0.570
```

* HOMO-LUMO gap (alpha / beta): 2.604 / 6.297 eV
* E_HOMO (alpha / beta): 0.04 / -4.25 eV
* energy relative to the best compared isomer or geometry (same formula, charge and spin): 11.8 kcal/mol
* charge: -1
* spin multiplicity: 3


[5]
C11H15ClN2O4 | ωB97M-V with the def2-TZVPD basis set

The geometry in XYZ format:
```
33
Properties=species:S:1:pos:R:3
C -0.234 -0.878 -2.110
C -1.098 0.305 -2.579
C -1.799 1.069 -1.448
C -1.041 2.316 -0.947
C -0.765 2.343 0.564
C -0.114 1.088 1.039
C 1.175 0.725 0.715
C 1.717 -0.495 1.134
C 3.136 -0.870 0.766
O 3.759 -1.714 1.321
O 3.643 -0.221 -0.324
C 0.913 -1.367 1.888
O 1.327 -2.560 2.334
N 1.296 -3.699 1.235
O 0.246 -3.898 0.883
C -0.384 -0.972 2.211
N -0.819 0.219 1.787
H -0.180 -0.936 -1.024
H -0.655 -1.820 -2.454
H 0.782 -0.828 -2.496
H -1.866 -0.077 -3.248
H -0.506 1.009 -3.164
H -2.766 1.401 -1.821
H -2.022 0.376 -0.636
H -0.084 2.396 -1.462
H -1.629 3.198 -1.189
H -0.080 3.162 0.783
H -1.676 2.548 1.125
H 1.740 1.415 0.111
H 3.606 0.736 -0.229
H -1.160 -1.588 2.714
H -1.780 0.455 2.010
Cl -2.683 -2.839 2.508
```

* HOMO-LUMO gap: 6.120 eV
* E_HOMO: -7.81 eV
* energy relative to the best compared isomer or geometry (same formula, charge and spin): 81.7 kcal/mol


[6]
C33H73BNO13 | ωB97M-V with the def2-TZVPD basis set

The geometry in XYZ format:
```
121
Properties=species:S:1:pos:R:3
C 3.613 -3.407 6.102
C 3.650 -4.186 5.049
C 3.595 -4.901 3.591
B 4.615 -4.157 2.483
C 4.460 -2.533 2.690
C 4.718 -1.672 1.322
C 5.549 -0.348 1.732
C 6.122 -4.761 2.782
C 7.323 -3.680 2.714
C 7.745 -3.099 4.182
N 6.824 -3.222 5.356
O 8.917 -2.581 4.247
H 3.762 -2.583 6.892
H 2.504 -4.929 3.230
H 4.031 -5.976 3.711
H 4.292 -4.435 1.373
H 5.056 -2.111 3.595
H 3.340 -2.338 2.958
H 3.758 -1.473 0.724
H 5.398 -2.319 0.640
H 4.810 0.390 2.226
H 6.323 -0.685 2.534
H 6.164 0.119 0.875
H 6.138 -5.219 3.846
H 6.347 -5.563 1.982
H 8.269 -4.266 2.362
H 7.177 -2.839 1.949
H 7.451 -3.264 6.183
H 6.312 -2.311 5.372
C -0.071 -3.055 -3.062
O -0.047 -4.332 -2.443
C 1.251 -4.907 -2.360
C 1.573 -5.401 -0.948
O 1.656 -4.402 0.067
C 0.459 -3.708 0.410
C -0.659 -4.559 1.026
O -1.208 -5.473 0.082
C -1.361 -6.791 0.575
H -0.214 -3.171 -4.140
H -0.918 -2.497 -2.655
H 0.837 -2.478 -2.860
H 2.027 -4.207 -2.686
H 1.265 -5.765 -3.042
H 2.567 -5.860 -0.985
H 0.900 -6.201 -0.639
H 0.097 -3.127 -0.436
H 0.756 -2.977 1.168
H -1.471 -3.896 1.344
H -0.279 -5.074 1.917
H -0.568 -7.063 1.279
H -1.300 -7.476 -0.272
H -2.342 -6.901 1.049
C -1.785 2.030 8.806
O -0.524 2.215 8.184
C 0.339 3.103 8.883
C 1.731 2.505 9.097
O 1.801 1.348 9.932
C 1.185 0.151 9.457
C 1.789 -0.458 8.184
O 1.556 0.365 7.047
C 2.701 0.569 6.237
H -2.492 2.776 8.434
H -2.151 1.036 8.539
H -1.722 2.081 9.898
H -0.081 3.401 9.849
H 0.437 4.004 8.267
H 2.335 3.266 9.603
H 2.238 2.321 8.150
H 0.110 0.286 9.362
H 1.324 -0.583 10.256
H 1.305 -1.421 7.990
H 2.858 -0.646 8.339
H 3.623 0.611 6.827
H 2.590 1.531 5.732
H 2.769 -0.220 5.482
C -3.123 1.337 -7.542
O -2.719 1.952 -6.327
C -3.116 1.237 -5.163
C -1.949 1.021 -4.197
O -0.882 0.198 -4.670
C -0.102 0.690 -5.758
C 0.704 1.967 -5.485
O -0.143 3.096 -5.305
C 0.191 3.897 -4.186
H -4.111 1.707 -7.830
H -2.405 1.615 -8.317
H -3.135 0.245 -7.472
H -3.567 0.271 -5.411
H -3.878 1.843 -4.660
H -2.348 0.504 -3.318
H -1.560 1.967 -3.820
H -0.712 0.788 -6.653
H 0.621 -0.101 -5.976
H 1.339 2.175 -6.353
H 1.360 1.809 -4.620
H 0.578 3.302 -3.352
H -0.719 4.392 -3.843
H 0.919 4.661 -4.477
C -6.156 4.352 -3.658
O -5.910 5.300 -4.686
C -4.951 4.872 -5.645
C -5.457 5.043 -7.079
O -6.585 4.246 -7.450
C -7.829 4.521 -6.808
C -8.436 5.904 -7.080
O -7.662 6.944 -6.493
C -7.414 8.038 -7.356
H -5.465 4.524 -2.827
H -7.178 4.498 -3.300
H -6.070 3.321 -4.013
H -4.652 3.831 -5.486
H -4.063 5.500 -5.511
H -4.647 4.729 -7.746
H -5.637 6.090 -7.319
H -7.762 4.318 -5.742
H -8.530 3.783 -7.208
H -9.432 5.947 -6.626
H -8.554 6.046 -8.161
H -7.298 7.724 -8.399
H -6.476 8.503 -7.047
H -8.219 8.774 -7.268
```

* HOMO-LUMO gap: 6.742 eV
* E_HOMO: -4.94 eV
* charge: -1


[7]
C2H4F3NO2P | ωB97M-V with the def2-TZVPD basis set

The geometry in XYZ format:
```
13
Properties=species:S:1:pos:R:3
C 1.197 0.493 0.854
C -0.942 -1.551 -0.557
N 2.033 -0.489 0.867
O 0.818 2.748 -0.331
O -1.260 1.368 -0.050
F -1.884 -1.543 -1.495
F -1.634 -1.672 0.581
F -0.230 -2.760 -0.780
P 0.339 1.372 -0.601
H 0.992 1.109 1.785
H 2.351 -0.706 -0.065
H -0.357 -0.627 -0.665
H -1.423 2.257 0.459
```

* HOMO-LUMO gap: 7.386 eV
* E_HOMO: -3.34 eV
* energy relative to the best compared isomer or geometry (same formula, charge and spin): 37.5 kcal/mol
* charge: -1


[8]
CH10O3S2 | ωB97M-V with the def2-TZVPD basis set

The geometry in XYZ format:
```
16
Properties=species:S:1:pos:R:3
C 1.834 -0.692 0.355
S 1.617 0.010 2.070
S -0.345 0.414 2.155
H 1.044 -1.359 0.049
H 2.755 -1.279 0.460
H 1.939 0.019 -0.472
H -2.509 -3.053 2.210
H -0.334 2.830 1.111
H -1.448 3.097 2.130
O -0.853 3.544 1.514
H -2.019 -0.520 -2.828
H -0.392 -0.156 -2.581
O -1.392 0.084 -2.423
H -2.279 -2.350 2.265
H 1.431 -0.286 -3.432
O 0.951 -0.301 -2.583
```

* HOMO-LUMO gap (alpha / beta): 4.808 / 4.473 eV
* E_HOMO (alpha / beta): -13.76 / -13.43 eV
* energy relative to the best compared isomer or geometry (same formula, charge and spin): 132.1 kcal/mol
* charge: +1
* spin multiplicity: 2


[9]
C7H13N | ωB97M-V with the def2-TZVPD basis set

The geometry in XYZ format:
```
21
Properties=species:S:1:pos:R:3
C 3.407 0.948 -1.058
C 2.209 1.244 -0.203
C 0.950 1.331 -0.627
N -0.144 1.757 0.128
C -1.358 0.999 -0.040
C -2.131 -2.712 0.896
C -2.316 -1.261 0.661
C -1.278 -0.455 0.415
H 3.220 0.005 -1.592
H 4.275 0.896 -0.411
H 3.545 1.568 -1.951
H 2.390 1.348 0.865
H 0.725 1.090 -1.664
H 0.093 1.961 1.072
H -2.177 1.483 0.499
H -1.694 0.966 -1.077
H -1.658 -2.936 1.860
H -1.465 -3.173 0.163
H -3.020 -3.341 0.828
H -3.261 -0.760 0.842
H -0.311 -0.959 0.393
```

* HOMO-LUMO gap: 8.940 eV
* E_HOMO: -7.80 eV
* SMILES: C/C=C/CN/C=C/C
* energy relative to the best compared isomer or geometry (same formula, charge and spin): 39.6 kcal/mol


[10]
C3H3Cl2F | ωB97M-V with the def2-TZVPD basis set

The geometry in XYZ format:
```
9
Properties=species:S:1:pos:R:3
C 0.670 0.006 -0.539
C -0.006 0.517 0.834
C -0.754 -0.299 -0.220
H 0.916 0.780 -1.243
H -0.234 1.514 0.805
H 0.450 0.136 1.759
F -1.599 0.460 -0.915
Cl 1.899 -1.146 -0.388
Cl -1.342 -1.967 -0.092
```

* HOMO-LUMO gap: 11.128 eV
* E_HOMO: -10.28 eV
* SMILES: F[C@]1(Cl)C[C@H]1Cl
* energy relative to the best compared isomer or geometry (same formula, charge and spin): 16.2 kcal/mol


[11]
C6H17NO | ωB97M-V with the def2-TZVPD basis set

The geometry in XYZ format:
```
25
Properties=species:S:1:pos:R:3
C 1.704 1.099 -1.377
N 0.679 0.226 -0.857
C -0.350 0.877 -0.068
C -0.740 -0.210 0.992
C -1.420 0.398 2.256
C -1.558 -1.369 0.433
C -1.658 1.130 -0.887
H 2.109 1.915 -0.726
H 1.500 1.654 -2.310
H 2.558 0.440 -1.788
H 0.194 -0.080 -1.783
H -0.051 1.814 0.498
H 0.113 -0.863 1.401
H -1.275 1.447 2.428
H -2.516 0.296 2.210
H -0.917 -0.199 3.086
H -1.825 -2.176 1.118
H -0.985 -1.787 -0.369
H -2.575 -1.330 -0.127
H -1.965 2.159 -1.051
H -1.574 0.753 -1.906
H -2.464 0.764 -0.292
H 2.418 -1.334 -0.825
H 2.529 -2.054 0.503
O 3.028 -1.862 -0.296
```

* HOMO-LUMO gap: 10.059 eV
* E_HOMO: -9.19 eV
* SMILES: CN[C@@H](C)C(C)C.O
* energy relative to the best compared isomer or geometry (same formula, charge and spin): 49.3 kcal/mol


[12]
C9H14ClN4 | ωB97M-V with the def2-TZVPD basis set

The geometry in XYZ format:
```
28
Properties=species:S:1:pos:R:3
C 0.854 -1.516 -0.533
C 2.446 0.826 0.990
C 1.357 1.691 1.353
C 2.452 0.010 -0.077
C 1.156 -0.195 -0.888
C -0.088 0.699 -0.655
C 3.619 -0.837 -0.418
C -3.390 -0.093 1.364
C -2.519 0.690 0.404
N 0.611 -2.579 -0.117
N 0.222 1.853 0.886
N -1.287 -0.047 -0.224
N -1.755 -0.863 -1.370
Cl -0.396 1.836 -1.985
H 3.238 0.771 1.665
H 1.739 2.345 2.171
H 1.332 -0.114 -1.994
H 4.484 -0.523 0.065
H 3.804 -0.951 -1.534
H 3.388 -1.794 -0.006
H -2.761 -0.681 2.205
H -3.917 0.616 1.866
H -4.022 -0.732 0.914
H -3.030 1.120 -0.413
H -1.947 1.526 0.932
H -1.046 -1.550 -1.428
H -2.609 -1.354 -1.026
H -1.934 -0.155 -2.146
```

* HOMO-LUMO gap: 9.940 eV
* E_HOMO: -13.26 eV
* energy relative to the best compared isomer or geometry (same formula, charge and spin): 78.1 kcal/mol
* charge: +1


no.,strongest force on any atom (hartree/bohr)
1,0.01950
2,0.02974
3,0.09321
4,0.10447
5,0.01469
6,0.10636
7,0.05463
8,0.07897
9,0.03083
10,0.07516
11,0.06279
12,0.11338